H3N3 | wB97M-V/def2-TZVPD

As for the SMILES: [H]/N=N/N. As for the orbital gap: 10.5 eV. The value obtained for the energy above the lowest of the compared OMol25 structures with the same formula, charge and spin is 3.3432 eV.

Element x y z (Å)
N: 0.560 -0.027 -1.222
N: 0.028 -0.588 -0.090
N: -0.439 0.344 0.727
H: 1.055 -0.950 -1.548
H: -0.533 1.278 0.512
H: -0.672 -0.057 1.621